1.
The following is a quantum chemistry calculation of a structure of composition C18H17BrIrN6OS, from OMol25.

As for the HOMO energy (spin up / spin down): -13.34 / -13.40 eV. As for the multiplicity: 2. For the total energy, the calculation gives -4175.8654 Ha. The LUMO energy (spin up / spin down) is -0.2726 / -0.3156 hartree. The expectation value of S² is 0.82. The charge is +2. Its gap between HOMO and LUMO (spin up / spin down) is 0.21772 / 0.17686 Ha. The value obtained for the energy above the lowest of the compared OMol25 structures with the same formula, charge and spin is 0.0 kJ/mol.

Last column: natural (NBO) charge in e.
Cartesian coordinates (Å):
1 Ir -0.146 -0.404 -0.979  1.2328
2 Br -1.563 10.154 6.394  0.2184
3 C -1.627 8.767 5.159  -0.0094
4 C -1.236 9.007 3.838  -0.2459
5 C -1.285 7.977 2.934  -0.1344
6 C -1.734 6.703 3.339  0.1541
7 C -2.125 6.473 4.679  -0.1750
8 C -2.072 7.501 5.579  -0.2194
9 N -1.724 5.735 2.373  -0.1349
10 N -2.324 4.652 2.612  -0.1182
11 C -2.089 3.511 1.941  0.0761
12 C -3.111 2.540 2.076  -0.0663
13 C -3.060 1.310 1.477  -0.2768
14 C -1.936 0.969 0.709  0.4323
15 O -1.828 -0.163 0.110  -0.6008
16 C -0.858 1.923 0.575  0.0759
17 N 0.184 1.505 -0.197  -0.4586
18 C 1.190 2.340 -0.418  0.0790
19 C 1.215 3.627 0.119  -0.2191
20 C 0.177 4.055 0.911  -0.1119
21 C -0.908 3.194 1.160  0.0028
22 H -0.906 9.994 3.545  0.2578
23 H -0.997 8.126 1.902  0.2436
24 H -2.477 5.495 4.976  0.2452
25 H -2.377 7.356 6.605  0.2550
26 H -3.969 2.821 2.673  0.2587
27 H -3.867 0.598 1.569  0.2673
28 H 1.999 1.983 -1.041  0.2122
29 H 2.054 4.272 -0.100  0.2602
30 H 0.185 5.049 1.331  0.2633
31 N 1.580 -0.778 -2.113  -0.7478
32 C 2.680 -1.149 -1.182  -0.2428
33 C 2.073 -2.019 -0.106  -0.2503
34 N 0.919 -1.266 0.490  -0.6383
35 H 1.334 -1.581 -2.696  0.4330
36 H 1.877 -0.041 -2.747  0.4153
37 H 3.076 -0.227 -0.752  0.2063
38 H 3.492 -1.660 -1.697  0.2511
39 H 2.786 -2.287 0.672  0.2487
40 H 1.653 -2.926 -0.538  0.2453
41 H 1.239 -0.593 1.185  0.4122
42 H 0.303 -1.921 0.973  0.4359
43 S -2.494 -4.155 -2.324  0.0873
44 C -1.518 -2.974 -1.994  0.1865
45 N -0.736 -2.093 -1.780  -0.8061

2.
The following is a quantum chemistry calculation of a structure of composition C18H17Cl2FO4ReSe2, from OMol25.

As for the HOMO energy (spin up / spin down): -7.43 / -7.43 eV. As for the multiplicity: 2. For the total energy, the calculation gives -6898.4137 Ha. The LUMO energy (spin up / spin down) is -0.0427 / -0.0364 hartree. The expectation value of S² is 1.23. Its gap between HOMO and LUMO (spin up / spin down) is 0.23023 / 0.23660 Ha. The value obtained for the energy above the lowest of the compared OMol25 structures with the same formula, charge and spin is 32.9 kJ/mol.

Last column: natural (NBO) charge in e.
Cartesian coordinates (Å):
1 Re 0.237 0.001 0.284  0.8991
2 O 2.298 2.569 2.101  -0.7173
3 C 3.153 1.938 3.044  -0.0617
4 C 3.066 0.428 3.012  -0.1463
5 C 4.119 -0.073 4.037  -0.0464
6 O 3.880 0.284 5.390  -0.7137
7 C 3.528 -0.192 1.697  -0.5551
8 Se 2.602 0.236 0.026  0.1354
9 C 1.736 -0.171 3.454  -0.5768
10 Se 0.051 0.367 2.634  0.1593
11 H 2.525 3.502 2.078  0.4725
12 H 2.905 2.267 4.061  0.1613
13 H 4.204 2.199 2.848  0.1610
14 H 5.113 0.259 3.717  0.1661
15 H 4.117 -1.164 4.020  0.1883
16 H 4.105 1.210 5.520  0.4659
17 H 3.434 -1.276 1.776  0.2273
18 H 4.580 0.042 1.517  0.2197
19 H 1.591 0.008 4.520  0.2434
20 H 1.785 -1.250 3.300  0.2207
21 Cl -6.020 4.103 -0.012  0.0073
22 C -4.736 2.930 -0.016  -0.0854
23 C -5.061 1.563 0.061  -0.1787
24 C -4.081 0.612 0.060  -0.1167
25 Cl -4.493 -1.063 0.144  0.0408
26 C -2.706 0.968 0.006  0.4752
27 O -1.800 0.054 0.013  -0.7403
28 C -2.411 2.343 -0.097  -0.2994
29 C -1.071 2.788 -0.294  0.4499
30 O -0.043 2.093 -0.318  -0.6061
31 C -3.436 3.317 -0.104  -0.1504
32 H -6.098 1.259 0.120  0.2453
33 H -0.938 3.863 -0.466  0.1514
34 H -3.178 4.366 -0.187  0.2283
35 F -0.284 -6.140 -0.122  -0.3263
36 C -0.150 -4.809 0.025  0.4108
37 C -0.434 -4.245 1.252  -0.2948
38 C -0.297 -2.872 1.397  -0.1780
39 C 0.137 -2.061 0.340  -0.3331
40 C 0.409 -2.694 -0.886  -0.1960
41 C 0.268 -4.062 -1.059  -0.2931
42 H -0.764 -4.874 2.068  0.2292
43 H -0.545 -2.420 2.349  0.2228
44 H 0.772 -2.114 -1.729  0.2052
45 H 0.484 -4.549 -2.000  0.2293

3.
The following is a quantum chemistry calculation of a structure of composition C18H17ClCuF5N2OS2, from OMol25.

As for the HOMO energy (spin up / spin down): -4.15 / -4.15 eV. As for the multiplicity: 2. For the total energy, the calculation gives -4277.2773 Ha. The LUMO energy (spin up / spin down) is 0.1041 / 0.0680 hartree. The expectation value of S² is 0.76. The charge is -1. Its gap between HOMO and LUMO (spin up / spin down) is 0.25678 / 0.22041 Ha. The value obtained for the energy above the lowest of the compared OMol25 structures with the same formula, charge and spin is 41.1 kJ/mol.

Last column: natural (NBO) charge in e.
Cartesian coordinates (Å):
1 Cu 0.487 0.108 -0.133  1.1945
2 Cl -3.730 -0.292 -0.169  -0.0185
3 C -2.927 -0.419 -1.714  -0.0369
4 C -3.632 -0.010 -2.835  -0.2247
5 C -3.057 -0.100 -4.091  -0.2441
6 C -1.770 -0.612 -4.206  -0.2157
7 C -1.081 -1.010 -3.076  -0.2094
8 C -1.626 -0.923 -1.787  -0.0414
9 C -0.825 -1.296 -0.609  -0.8557
10 H -4.634 0.379 -2.710  0.2157
11 H -3.607 0.223 -4.964  0.2035
12 H -1.300 -0.691 -5.178  0.2027
13 H -0.071 -1.392 -3.171  0.2039
14 H -0.161 -2.136 -0.841  0.2038
15 H -1.425 -1.526 0.269  0.2335
16 C -2.104 3.853 1.428  -0.4130
17 N -0.691 3.987 1.141  -0.4207
18 C 0.187 4.485 2.200  -0.2258
19 C 1.579 4.019 1.743  -0.2314
20 N 1.296 3.200 0.568  -0.6064
21 C -0.017 3.110 0.377  0.3815
22 S -0.775 2.004 -0.689  -0.3125
23 H -2.471 4.803 1.816  0.1893
24 H -2.254 3.061 2.169  0.2241
25 H -2.643 3.602 0.519  0.2298
26 H -0.105 4.021 3.144  0.2278
27 H 0.111 5.571 2.281  0.1854
28 H 2.076 3.420 2.505  0.2277
29 H 2.216 4.862 1.470  0.1816
30 H 1.841 2.327 0.347  0.4710
31 F 0.320 -1.321 8.225  -0.3107
32 C 0.273 -0.799 6.980  0.2117
33 C 0.497 -1.594 5.869  0.2982
34 F 0.763 -2.905 6.039  -0.3169
35 C 0.448 -1.048 4.599  0.2796
36 F 0.677 -1.887 3.572  -0.3075
37 C 0.177 0.305 4.351  -0.2311
38 S 0.127 0.982 2.759  -0.4881
39 C -0.043 1.066 5.507  0.2846
40 F -0.312 2.390 5.406  -0.3198
41 C 0.000 0.543 6.786  0.2619
42 F -0.219 1.335 7.857  -0.3113
43 C 3.127 0.609 -0.992  -0.2357
44 O 2.227 0.828 0.047  -0.9666
45 H 3.518 -0.419 -0.991  0.1440
46 H 3.994 1.278 -0.904  0.1456
47 H 2.689 0.789 -1.987  0.1425

4.
The following is a quantum chemistry calculation of the ion C18H17F4 with charge +1, from OMol25.

As for the HOMO energy: -12.52 eV. As for the multiplicity: 1. For the total energy, the calculation gives -1095.2552 Ha. The LUMO energy is -0.2280 hartree. The charge is +1. Its gap between HOMO and LUMO is 0.23198 Ha. The value obtained for the energy above the lowest of the compared OMol25 structures with the same formula, charge and spin is 0.0 kJ/mol.

Last column: natural (NBO) charge in e.
Cartesian coordinates (Å):
1 C 2.772 1.498 -0.487  -0.6012
2 C 2.765 1.562 1.062  -0.3880
3 C 1.393 1.851 1.587  0.7401
4 C 0.932 1.185 2.808  -0.7978
5 C 0.481 2.723 0.828  -0.7971
6 H 3.639 0.926 -0.842  0.2610
7 H 1.867 0.993 -0.855  0.2204
8 H 2.801 2.511 -0.913  0.2252
9 H 3.021 0.566 1.463  0.2526
10 H -0.046 1.584 3.112  0.2531
11 H 0.833 0.097 2.651  0.3183
12 H 1.617 1.311 3.658  0.3207
13 H -0.405 2.963 1.440  0.2600
14 H 0.934 3.684 0.514  0.2955
15 H 0.113 2.221 -0.087  0.3233
16 F 4.057 0.629 6.185  -0.3106
17 C 3.773 1.692 5.352  0.4347
18 C 3.149 2.809 5.898  -0.3361
19 C 2.877 3.852 5.016  0.4349
20 F 2.159 4.934 5.478  -0.3106
21 C 3.232 3.814 3.670  -0.3104
22 C 3.772 2.635 3.137  0.0147
23 C 3.830 2.524 1.598  -0.2211
24 C 5.188 2.155 0.999  0.0193
25 C 5.611 2.877 -0.128  -0.2934
26 C 6.589 2.329 -0.954  0.4311
27 F 6.901 2.974 -2.130  -0.3122
28 C 7.218 1.117 -0.672  -0.3374
29 C 6.889 0.524 0.543  0.4443
30 F 7.498 -0.664 0.879  -0.3134
31 C 5.917 1.038 1.412  -0.3084
32 C 4.076 1.567 3.987  -0.3243
33 H 2.881 2.862 6.951  0.2725
34 H 2.998 4.652 3.012  0.2395
35 H 3.603 3.532 1.210  0.2274
36 H 5.107 3.806 -0.406  0.2358
37 H 7.933 0.671 -1.353  0.2691
38 H 5.702 0.520 2.342  0.2312
39 H 4.453 0.611 3.621  0.2373